13 unconnected molecules or ions with the total composition C21H51N9O30 in a non-equilibrium geometry. Source: OMol25; level of theory: the ωB97M-V functional and the def2-TZVPD basis.

Structure (XYZ):
```
111
Properties=species:S:1:pos:R:3:forces:R:3:mulliken_charge:R:1
C -13.19346 21.86828 -13.78366 -1.513 -0.784 0.961 -0.359
N -12.70103 21.14474 -14.99834 2.199 0.032 -0.639 1.006
O -11.70904 20.40100 -14.84213 -1.867 0.988 -0.207 -0.475
O -13.20617 21.36959 -16.09228 0.126 -0.176 1.382 -0.594
H -12.68323 22.75539 -13.40842 0.557 -0.126 -0.957 -0.118
H -13.15901 21.17423 -12.94389 0.300 -0.243 -0.236 0.103
H -14.25146 22.07966 -13.93877 0.176 0.177 -0.328 0.451
C -16.72498 15.66435 -13.49280 0.235 0.095 0.502 -0.577
N -16.89998 16.94360 -12.68998 -2.571 1.005 -0.175 0.839
O -17.59947 17.86905 -13.17845 2.080 -2.074 1.080 -0.508
O -16.47227 16.90014 -11.53933 -0.079 0.439 -1.511 -0.432
H -16.96006 14.86911 -12.78538 0.448 0.078 0.010 0.309
H -15.67257 15.68424 -13.77588 -0.141 -0.361 0.004 0.121
H -17.38042 15.51752 -14.35125 0.035 0.900 0.100 0.268
C -14.29352 18.95804 -6.73995 0.817 -0.058 0.030 -0.124
N -14.54789 17.79985 -7.64797 -1.229 1.667 1.799 0.977
O -13.65506 17.21508 -8.17834 0.501 -0.622 -0.523 -0.596
O -15.74378 17.64145 -7.76314 -0.766 -1.327 -1.195 -0.580
H -14.28028 19.78262 -7.45268 0.560 0.246 0.376 -0.228
H -13.36445 18.75310 -6.20804 0.014 0.550 -0.307 0.295
H -15.12830 19.11879 -6.05774 0.085 -0.385 -0.232 0.265
C -13.24596 17.03510 -14.94206 -0.202 -0.668 0.115 -1.000
N -13.52312 18.16129 -13.96897 -0.159 -0.037 0.689 0.916
O -12.77311 18.21258 -12.98942 -1.068 0.138 -1.488 -0.411
O -14.49632 18.89865 -14.16696 1.472 -0.982 0.185 -0.490
H -13.14492 16.11378 -14.36842 0.242 0.287 0.389 0.377
H -12.30640 17.19111 -15.47213 -0.197 0.413 0.136 0.289
H -14.07619 16.82811 -15.61733 0.016 0.839 -0.017 0.349
C -17.20779 23.31388 -6.42722 0.958 0.813 -1.013 -0.340
N -16.66505 22.38034 -5.41527 -2.182 -0.157 2.107 0.893
O -17.36927 22.17247 -4.41885 0.627 0.338 -1.258 -0.592
O -15.58601 21.87366 -5.56690 0.880 -0.247 -0.690 -0.442
H -16.36232 23.54376 -7.07562 -0.014 0.032 0.001 -0.113
H -17.53872 24.24432 -5.96586 -0.145 -0.392 0.224 0.409
H -17.98268 22.88200 -7.06055 -0.195 -0.277 0.634 0.173
C -9.81697 25.31920 -6.13237 0.890 0.847 -0.740 -0.584
N -11.17847 25.89790 -6.29473 -0.480 -0.409 -1.031 0.915
O -11.95151 25.54732 -5.42375 -0.373 0.707 -0.362 -0.535
O -11.46725 26.51145 -7.34021 0.601 -0.954 2.034 -0.494
H -9.09695 26.02751 -6.54218 -0.127 0.026 -0.061 0.321
H -9.80445 24.43230 -6.76591 -0.055 -0.191 0.348 0.129
H -9.57155 25.13906 -5.08575 -0.494 -0.169 -0.222 0.260
C -10.80430 24.86130 -13.67467 0.663 -0.601 -2.240 -0.788
N -11.14980 25.55262 -12.46188 0.252 2.362 -0.343 0.729
O -10.75755 26.72742 -12.41347 -0.547 -1.457 0.704 -0.544
O -11.88014 25.00390 -11.67335 -0.009 -0.206 0.556 -0.206
H -10.13190 25.47230 -14.27688 0.201 0.003 0.515 0.374
H -11.68961 24.80889 -14.30837 -0.292 -0.276 0.379 0.321
H -10.38002 23.86819 -13.52690 -0.278 0.069 0.399 0.125
C -17.20725 24.25252 -10.18816 -0.242 0.860 -0.577 -0.578
N -17.38117 25.27419 -9.11271 3.230 -1.332 0.959 0.961
O -16.34236 25.74669 -8.60953 -1.532 -0.048 -0.815 -0.503
O -18.47984 25.36327 -8.67352 -1.462 0.940 0.579 -0.553
H -17.71357 23.36243 -9.81469 0.266 0.029 -0.210 0.163
H -16.15274 24.13520 -10.43786 -0.310 -0.089 0.254 0.076
H -17.77233 24.69206 -11.01011 0.041 -0.416 -0.221 0.402
C -17.69061 20.35662 -8.48773 0.403 0.281 0.397 -0.294
N -19.08408 20.74226 -8.80777 0.162 0.461 -3.093 1.011
O -19.37595 20.51366 -9.98764 -0.138 -0.512 1.015 -0.562
O -19.74847 21.45795 -8.11290 -0.208 0.072 1.464 -0.574
H -17.37039 20.86645 -7.57909 -0.149 -0.322 -0.041 -0.123
H -17.15189 20.76661 -9.34202 0.196 -0.241 0.259 0.060
H -17.56114 19.27595 -8.42887 -0.236 0.136 -0.018 0.416
C -10.42649 19.72788 -8.67246 0.789 1.009 0.302 -0.542
O -11.16944 19.88797 -7.44389 0.270 0.107 -0.153 -0.291
C -11.08807 21.05527 -6.81156 0.138 2.315 -0.478 0.872
O -10.38068 22.04581 -7.05779 -0.963 -2.311 0.110 -0.641
O -12.02274 21.03901 -5.86215 -0.113 -1.162 -0.465 -0.316
C -12.35461 22.18583 -5.11984 0.833 0.790 0.889 -0.489
H -10.87492 20.31462 -9.47418 -0.502 -0.399 -0.017 -0.069
H -10.31910 18.66491 -8.88852 -0.329 0.241 0.115 0.348
H -9.45200 20.19616 -8.53394 0.231 -0.303 0.078 0.365
H -11.54258 22.91213 -5.15428 -0.162 0.114 -0.270 0.219
H -12.40778 21.87049 -4.07781 -0.337 -0.044 -0.063 0.364
H -13.29983 22.62631 -5.43708 0.143 -0.192 -0.124 0.061
C -14.71248 19.72111 -10.78314 -0.605 0.265 0.885 -0.209
O -13.60247 20.45809 -10.14146 -1.328 -0.124 -0.411 -0.048
C -13.97336 21.61113 -9.52544 1.588 -1.239 -0.580 -0.211
O -15.07572 22.04345 -9.38123 -1.103 0.234 -0.064 -0.058
O -12.85449 22.18068 -9.10429 0.466 0.170 0.414 0.614
C -12.97488 23.55223 -8.66000 -0.535 -0.153 -0.926 -0.500
H -15.20526 20.30406 -11.56124 0.478 0.097 -0.186 0.363
H -15.50368 19.53479 -10.05692 0.178 0.023 0.261 -0.297
H -14.42053 18.73499 -11.14431 0.695 0.520 0.062 0.152
H -13.60185 23.63636 -7.77235 0.383 -0.044 0.157 0.263
H -13.48756 24.06203 -9.47570 0.050 0.380 0.152 0.294
H -11.95888 23.93941 -8.58288 -0.245 -0.145 0.366 -0.089
C -13.21591 32.11055 -9.89561 -1.111 0.008 -1.011 -0.644
O -12.83629 30.74242 -9.79034 -0.392 -0.535 -0.336 -0.284
C -13.58336 29.75619 -10.39468 -0.961 0.065 -0.506 0.612
O -14.50921 29.85480 -11.21670 2.572 -0.009 2.284 -0.585
O -13.07668 28.63737 -9.84613 0.483 -0.403 -0.375 -0.160
C -13.62648 27.33448 -10.13606 -2.208 0.830 -0.668 -0.395
H -14.29158 32.18832 -9.73754 -0.032 0.116 0.135 0.296
H -13.03278 32.48386 -10.90319 0.149 -0.026 -0.055 0.277
H -12.69842 32.75807 -9.18778 0.229 -0.669 0.141 0.241
H -13.82268 27.17582 -11.19645 0.730 0.183 -0.264 0.332
H -14.65058 27.38058 -9.76568 0.004 -0.369 0.484 0.350
H -13.11498 26.46885 -9.71520 0.561 0.878 0.206 -0.064
C -9.33217 23.18929 -10.06914 -0.988 -0.608 -0.209 -0.202
O -8.67926 22.14059 -10.87461 -0.490 0.025 -0.418 -0.423
C -9.33030 21.44283 -11.84800 0.383 -0.176 -1.684 0.600
O -10.47285 21.56114 -12.25386 1.542 0.004 1.151 -0.259
O -8.36960 20.60404 -12.43861 -0.259 1.887 1.355 -0.416
C -8.62613 19.61788 -13.42250 -0.937 -1.929 0.732 -0.525
H -10.35251 22.89392 -9.82467 0.135 -0.395 0.134 -0.207
H -9.46909 24.17313 -10.51796 0.602 -0.217 -0.818 0.348
H -8.76380 23.34132 -9.15156 0.165 -0.536 -0.273 0.237
H -8.25166 18.67723 -13.01870 0.048 -0.086 0.583 0.323
H -8.05936 19.60331 -14.35345 -0.171 1.512 -0.093 0.320
H -9.68872 19.41059 -13.54910 -0.046 0.608 -0.385 0.090
```
Positions in Å, forces in eV/Å.

HOMO	-10.5163	eV
total charge	0
relative energy (zero: lowest compared OMol25 entry of this formula, charge and spin)	0.000	eV

3 unconnected molecules or ions with the total composition C21H51NO10P3 in a non-equilibrium geometry. Source: OMol25; level of theory: the ωB97M-V functional and the def2-TZVPD basis.

Structure (XYZ):
```
86
Properties=species:S:1:pos:R:3:forces:R:3:mulliken_charge:R:1
C 3.77234 6.51486 1.93280 -0.138 0.481 0.283 -0.399
C 3.02048 6.05781 1.09564 0.258 0.255 0.220 -0.732
P 1.72885 5.53458 -0.26282 0.551 -0.878 0.342 2.011
C 1.44122 3.83179 0.65862 0.441 -0.312 -0.234 -0.846
N 2.15940 3.71639 1.93689 -0.570 -0.189 -0.158 -0.365
C 0.54423 5.00060 -1.66433 -0.430 -0.239 -0.467 -1.313
C -0.90365 5.56396 -1.79249 -0.053 -0.078 -0.650 -0.745
C -1.35642 6.84047 -1.03509 -1.314 -0.270 0.800 -0.239
C -2.29689 6.50578 0.18368 0.585 0.520 0.209 -0.607
O -1.66851 6.74544 1.44937 -0.387 -0.151 0.098 -0.546
C 2.13017 7.23468 -1.10448 -0.907 -0.428 -0.474 -1.035
O 3.34966 7.20454 -1.85234 -0.090 0.913 0.328 -0.311
C 4.35099 8.05390 -1.32952 0.118 -0.034 0.214 -0.721
H 4.25424 6.98139 2.76942 0.094 -0.244 -0.315 0.415
H 2.82600 4.88736 -0.98756 0.099 0.202 -0.252 -0.372
H 0.70429 6.12146 0.57821 -0.096 0.340 -0.157 -0.458
H 1.86981 3.05345 -0.00811 -0.241 0.377 0.026 0.098
H 0.35587 3.60186 0.74080 0.316 0.275 0.128 0.193
H 2.77711 2.92027 1.97028 -0.210 -0.037 0.206 0.163
H 1.54655 3.75938 2.73745 0.173 -0.136 0.027 0.172
H 0.47107 3.89664 -1.61590 0.006 0.400 0.022 0.413
H 1.07657 5.18814 -2.61685 -0.068 0.102 0.449 0.538
H -1.09632 5.74887 -2.86913 0.113 -0.051 0.386 0.260
H -1.62180 4.76022 -1.54163 0.227 0.349 0.042 0.413
H -1.97801 7.48182 -1.68806 0.415 -0.269 -0.040 0.429
H -0.56616 7.47787 -0.62210 0.078 -0.325 -0.370 0.214
H -3.22774 7.10409 0.15375 0.215 -0.173 -0.204 0.254
H -2.57849 5.44535 0.21614 0.104 0.255 -0.175 0.279
H -1.24499 7.60894 1.43803 0.077 -0.103 -0.147 0.307
H 1.32188 7.42261 -1.84521 0.305 0.036 0.242 0.238
H 2.07670 8.03693 -0.34740 0.363 -0.200 -0.194 0.511
H 4.99491 8.41070 -2.15335 -0.075 -0.400 0.235 0.260
H 3.94289 8.96418 -0.84736 -0.075 -0.356 -0.166 0.282
H 4.91020 7.50163 -0.55761 0.138 0.340 -0.264 0.257
O 3.24268 -1.78293 0.96398 3.048 -2.131 0.026 -0.759
P 3.32656 -2.14502 -0.48554 -6.360 3.904 -2.650 1.054
O 3.39056 -0.67940 -1.20949 0.509 -0.786 0.238 -0.318
C 4.56968 0.10801 -1.05821 0.256 0.274 -0.115 -0.273
C 5.72078 -0.44487 -1.88158 0.046 -0.182 0.094 -1.036
O 1.75690 -2.52793 -0.77257 0.616 -0.714 0.041 -0.344
C 0.85148 -2.79141 0.29837 -0.269 0.254 0.228 -0.224
C 0.10149 -1.53591 0.69243 -0.105 0.226 -0.092 -1.088
O 3.70737 -2.94009 -1.91711 2.201 -0.626 2.423 -0.296
C 4.56829 -4.08413 -1.81351 0.047 -0.307 -0.070 -0.274
C 3.98194 -5.16566 -0.92441 -0.111 0.049 0.105 -1.113
H 4.84403 0.17699 -0.00160 -0.063 0.000 -0.006 0.266
H 4.32658 1.11353 -1.40088 -0.187 -0.068 0.035 0.340
H 6.07986 -1.39109 -1.46167 0.055 0.030 -0.018 0.190
H 6.55809 0.25440 -1.89162 -0.027 0.005 0.029 0.424
H 5.40674 -0.64139 -2.90681 -0.028 0.083 0.008 0.263
H 1.37334 -3.23093 1.14934 0.080 0.142 0.000 0.321
H 0.13886 -3.54118 -0.05461 0.112 0.007 -0.187 0.281
H 0.77054 -0.69402 0.87206 0.132 -0.150 0.110 0.333
H -0.49469 -1.70549 1.59041 -0.026 -0.032 -0.021 0.353
H -0.56645 -1.22822 -0.11470 -0.031 -0.065 0.030 0.256
H 5.54728 -3.76980 -1.43778 0.038 -0.057 -0.080 0.264
H 4.71079 -4.46950 -2.82350 -0.080 0.169 -0.039 0.357
H 3.90671 -4.82516 0.11438 0.045 -0.019 -0.022 0.339
H 4.61032 -6.05752 -0.93950 0.006 0.022 0.006 0.409
H 2.97636 -5.43139 -1.25116 0.038 -0.006 -0.066 0.257
O -3.41302 -4.46754 1.16488 -1.493 0.718 3.585 -0.711
P -4.48843 -5.50301 1.09701 1.877 -3.063 -7.240 1.092
O -3.59266 -6.86324 0.86422 -0.471 0.281 0.629 -0.375
C -2.81098 -7.35642 1.94541 0.099 -0.172 0.163 -0.307
C -3.67083 -8.00420 3.01787 -0.082 0.124 0.071 -0.944
O -4.97513 -5.24223 -0.44494 -0.699 0.344 0.571 -0.366
C -4.67092 -3.99580 -1.08670 0.111 0.128 -0.116 -0.332
C -3.35464 -4.05740 -1.82040 0.244 -0.271 -0.260 -0.968
O -5.88193 -6.40613 1.33781 0.769 1.976 2.584 -0.305
C -6.79954 -5.92763 2.33650 -0.373 0.114 0.106 -0.255
C -7.30097 -4.52863 2.03121 0.115 0.068 -0.116 -1.112
H -2.20437 -6.54964 2.36837 0.002 0.000 -0.040 0.246
H -2.12850 -8.09763 1.52794 -0.053 0.067 -0.133 0.344
H -4.25800 -7.25061 3.55202 0.022 -0.037 0.045 0.177
H -3.04955 -8.52265 3.74994 0.008 0.033 -0.008 0.418
H -4.37222 -8.71357 2.57851 0.066 -0.022 -0.037 0.245
H -4.66455 -3.17701 -0.36698 0.033 -0.102 0.081 0.311
H -5.48672 -3.79530 -1.78471 -0.031 -0.181 0.030 0.370
H -2.55825 -4.43445 -1.17871 -0.054 0.170 0.117 0.194
H -3.07140 -3.07116 -2.19022 -0.006 -0.001 -0.001 0.356
H -3.41690 -4.74228 -2.66905 -0.065 0.064 -0.023 0.296
H -6.31541 -5.95429 3.31764 -0.079 -0.055 0.023 0.261
H -7.63618 -6.62604 2.36249 0.133 -0.105 -0.115 0.352
H -6.48632 -3.79710 2.08113 -0.030 -0.009 0.051 0.338
H -8.06376 -4.22883 2.75075 0.030 -0.001 0.004 0.402
H -7.71910 -4.47872 1.02571 -0.043 -0.058 0.031 0.273
```
Positions in Å, forces in eV/Å.

HOMO	-2.9857	eV
total charge	-1